Record 1
# C5H20FN10O5Ti

A molecular structure, C5H20FN10O5Ti at a distorted geometry (ωB97M-V with the def2-TZVPD basis set, the Open Molecules 2025 dataset).

Results
Spin multiplicity = 4
Total charge = 0
HOMO level (alpha / beta) = -6.95 / -6.82 eV
Relative energy (zero: lowest compared OMol25 entry of this formula, charge and spin) = 241.5 kcal per mole
LUMO (alpha / beta) = -1.83 / -1.53 eV
Kohn-Sham gap (alpha / beta) = 5.12 / 5.29 eV
DFT total energy = -2075.38348 Ha

Geometry (Å):
Ti 13.872 15.789 19.455
F 13.904 11.669 18.633
C 9.959 14.457 15.012
O 10.083 15.346 15.863
N 9.490 14.715 13.808
N 10.407 13.288 15.030
H 8.905 15.538 13.798
H 9.491 14.133 12.983
H 11.161 12.985 15.630
H 10.361 12.636 14.260
C 15.080 21.225 17.501
O 15.919 21.447 16.665
N 15.307 21.380 18.729
N 13.890 20.727 17.241
H 14.562 21.315 19.407
H 16.070 22.013 18.925
H 13.576 20.639 16.285
H 13.353 20.496 18.064
C 9.622 19.519 22.443
O 10.637 19.528 21.723
N 9.572 19.670 23.696
N 8.531 19.184 21.886
H 8.709 19.910 24.162
H 10.455 19.932 24.110
H 7.769 19.096 22.543
H 8.505 19.127 20.878
C 12.850 13.269 24.513
O 13.613 14.070 23.924
N 12.454 13.225 25.750
N 12.290 12.333 23.901
H 11.825 12.474 25.995
H 12.422 13.965 26.436
H 12.559 12.004 22.985
H 11.701 11.720 24.446
C 17.250 15.879 15.843
O 17.579 15.712 16.931
N 17.571 16.826 15.061
N 16.568 14.928 15.261
H 16.962 16.757 14.258
H 17.656 17.675 15.602
H 16.694 14.990 14.260
H 16.196 14.195 15.846

Atoms 1-3, force components in eV/Å:
Ti 0.054 -0.912 -0.098
F -0.102 0.895 0.077
C 0.256 5.015 0.462


Record 2
# C16H25F4N2O2PPtS2

A molecular structure, C16H25F4N2O2PPtS2 (ωB97M-V with the def2-TZVPD basis set, the Open Molecules 2025 dataset).

Results
Spin multiplicity = 2
Total charge = -1
HOMO level (alpha / beta) = -4.55 / -4.44 eV
Relative energy (zero: lowest compared OMol25 entry of this formula, charge and spin) = 0.0 kcal per mole
LUMO (alpha / beta) = 2.81 / 2.02 eV
Kohn-Sham gap (alpha / beta) = 7.35 / 6.46 eV
DFT total energy = -2541.28240 Ha

Geometry (Å):
Pt -0.020 -1.535 0.878
C 0.182 4.352 1.163
C 0.580 3.004 0.555
N -0.497 2.046 0.367
C -1.506 2.435 -0.602
C -0.935 2.804 -1.963
C -1.132 1.592 1.596
C -0.162 1.058 2.644
N 0.690 0.018 2.106
C 2.017 0.053 2.307
C 2.865 -0.597 1.381
F 2.263 -1.206 0.314
C 4.232 -0.601 1.454
F 4.937 -1.221 0.492
C 4.899 0.042 2.484
C 4.105 0.673 3.419
F 4.692 1.287 4.468
C 2.727 0.683 3.358
F 2.061 1.259 4.388
H 1.058 4.997 1.254
H -0.247 4.232 2.159
H -0.552 4.871 0.542
H 1.341 2.532 1.179
H 1.058 3.170 -0.411
H -2.137 3.267 -0.234
H -2.174 1.577 -0.716
H -0.405 3.757 -1.944
H -1.743 2.892 -2.692
H -0.243 2.034 -2.307
H -1.828 0.797 1.319
H -1.732 2.390 2.073
H -0.765 0.691 3.484
H 0.435 1.886 3.029
H 5.975 0.036 2.559
C -1.401 -0.691 -3.666
C -1.348 -1.139 -2.223
O -0.421 -2.224 -2.137
P -0.346 -3.069 -0.735
S -2.042 -1.841 1.625
S 1.045 -4.418 -0.969
O -1.835 -3.719 -0.659
C -2.164 -4.930 -1.339
C -2.328 -4.728 -2.833
H -2.086 0.152 -3.777
H -1.743 -1.505 -4.307
H -0.411 -0.383 -4.004
H -2.334 -1.465 -1.877
H -1.020 -0.329 -1.564
H -3.100 -5.261 -0.885
H -1.391 -5.674 -1.136
H -3.064 -3.948 -3.038
H -2.672 -5.657 -3.295
H -1.379 -4.443 -3.285

Atoms 1-3, force components in eV/Å:
Pt 0.104 -0.087 -0.034
C -0.001 0.001 -0.001
C -0.008 -0.003 0.008


Record 3
# C17H45InN12O22

A molecular structure, C17H45InN12O22 at a distorted geometry (ωB97M-V with the def2-TZVPD basis set, the Open Molecules 2025 dataset).

Results
Total charge = -2
HOMO level = 0.48 eV
Relative energy (zero: lowest compared OMol25 entry of this formula, charge and spin) = 18.9 kcal per mole
LUMO = 2.70 eV
Kohn-Sham gap = 2.22 eV
DFT total energy = -3176.17434 Ha

Geometry (Å):
C 3.767 1.441 -2.767
C 4.018 -0.039 -2.866
N 4.542 -0.516 -3.935
C 3.598 -0.847 -1.705
In 1.329 -1.064 -1.658
C 0.542 0.284 -3.319
C -1.011 0.250 -3.289
C -1.483 1.371 -2.323
N -2.643 0.952 -1.484
C 0.701 -3.180 -2.228
O 1.483 -3.897 -2.884
O -0.463 -3.546 -1.862
H 3.149 1.636 -1.889
H 3.174 1.726 -3.635
H 4.693 2.006 -2.716
H 4.617 -1.528 -3.850
H 3.943 -0.354 -0.795
H 4.036 -1.846 -1.751
H 0.608 -0.544 -0.092
H 0.967 -0.126 -4.236
H 0.876 1.316 -3.185
H -1.298 -0.737 -2.917
H -1.376 0.439 -4.302
H -1.773 2.240 -2.914
H -0.629 1.626 -1.699
H -2.241 0.771 -0.570
H -2.974 0.084 -1.879
C 3.150 -0.916 3.316
N 3.024 -0.740 1.844
O 2.905 -1.743 1.180
O 3.035 0.408 1.434
H 3.118 -1.973 3.533
H 4.098 -0.482 3.622
H 2.316 -0.402 3.775
C -2.372 -3.029 0.092
N -2.287 -1.909 1.057
O -2.500 -0.802 0.619
O -1.991 -2.165 2.215
H -2.629 -2.632 -0.879
H -1.394 -3.507 0.048
H -3.135 -3.716 0.461
C 0.702 -3.567 5.784
N 2.109 -3.516 6.267
O 2.345 -3.915 7.394
O 2.936 -3.077 5.498
H 0.087 -3.985 6.572
H 0.401 -2.554 5.548
H 0.683 -4.191 4.895
C 1.960 0.697 7.920
N 1.525 0.019 6.670
O 2.207 0.154 5.680
O 0.501 -0.635 6.727
H 2.878 1.234 7.713
H 1.164 1.373 8.215
H 2.113 -0.074 8.670
C 5.274 2.717 0.933
N 5.792 2.419 -0.430
O 5.684 3.279 -1.284
O 6.281 1.325 -0.606
H 4.865 3.711 0.926
H 4.508 1.974 1.149
H 6.109 2.631 1.623
C -4.457 3.602 -5.683
N -3.172 3.352 -4.978
O -2.456 2.470 -5.385
O -2.941 4.074 -4.024
H -4.548 2.907 -6.510
H -5.256 3.462 -4.962
H -4.428 4.628 -6.034
C -4.084 -4.986 -2.668
N -5.215 -4.385 -1.906
O -5.504 -4.883 -0.832
O -5.778 -3.435 -2.404
H -3.685 -5.817 -2.099
H -4.480 -5.317 -3.623
H -3.324 -4.216 -2.805
C -5.800 -7.802 1.509
N -4.772 -8.722 0.946
O -4.351 -8.493 -0.164
O -4.434 -9.655 1.651
H -6.009 -7.022 0.786
H -6.682 -8.402 1.712
H -5.396 -7.383 2.426
C -3.834 7.694 -3.591
N -4.433 7.022 -4.773
O -3.889 7.168 -5.849
O -5.424 6.353 -4.577
H -2.958 8.242 -3.916
H -4.588 8.358 -3.179
H -3.570 6.914 -2.881
C 4.243 6.770 3.628
N 4.296 5.644 2.655
O 4.574 4.543 3.084
O 4.053 5.916 1.501
H 4.478 6.384 4.612
H 4.972 7.509 3.309
H 3.238 7.179 3.594

Atoms 1-3, force components in eV/Å:
C -0.411 -0.214 -0.131
C 0.101 -0.934 0.421
N 0.032 0.431 -0.498


Record 4
# C21H20Br2MnN6O2S

A molecular structure, C21H20Br2MnN6O2S at a distorted geometry (ωB97M-V with the def2-TZVPD basis set, the Open Molecules 2025 dataset).

Results
Spin multiplicity = 6
Total charge = 0
HOMO level (alpha / beta) = -5.17 / -7.69 eV
Relative energy (zero: lowest compared OMol25 entry of this formula, charge and spin) = 43.1 kcal per mole
LUMO (alpha / beta) = -0.44 / -0.66 eV
Kohn-Sham gap (alpha / beta) = 4.72 / 7.03 eV
DFT total energy = -7988.56190 Ha

Geometry (Å):
Mn 0.471 -0.101 0.866
O 0.663 3.879 0.658
C 0.656 2.697 0.927
N 0.718 1.638 0.114
C 0.864 1.691 -1.302
C 0.938 2.827 -2.098
C 1.114 2.682 -3.473
C 1.214 1.419 -4.032
C 1.134 0.275 -3.236
C 0.952 0.411 -1.863
N 0.843 -0.629 -0.905
C 1.180 -1.972 -1.146
O 1.269 -2.457 -2.274
C 1.358 -2.688 0.081
C 1.814 -4.005 0.117
C 2.071 -4.616 1.313
C 1.844 -3.871 2.528
C 1.375 -2.606 2.451
N 1.107 -1.968 1.268
C 0.560 2.263 2.382
C 0.649 3.185 3.395
C 0.619 2.744 4.708
C 0.483 1.393 4.953
C 0.377 0.536 3.876
N 0.421 0.961 2.614
H 0.871 3.803 -1.646
H 1.184 3.566 -4.100
H 1.362 1.309 -5.101
H 1.218 -0.711 -3.664
H 1.972 -4.503 -0.833
H 2.444 -5.633 1.350
H 2.041 -4.300 3.503
H 1.173 -2.060 3.363
H 0.749 4.228 3.120
H 0.696 3.446 5.530
H 0.455 0.996 5.959
H 0.223 -0.521 4.027
Br -2.145 -1.647 2.806
C -3.201 -2.379 1.369
Br -2.108 -3.231 0.037
H -3.718 -1.558 0.906
H -3.849 -3.126 1.794
C -2.318 1.552 -3.932
N -2.399 1.572 -2.481
C -2.239 0.506 -1.700
N -1.980 -0.659 -2.307
S -2.315 0.634 -0.004
H -2.398 2.571 -4.296
H -3.126 0.960 -4.372
H -1.356 1.155 -4.261
H -2.600 2.428 -1.999
H -1.673 -0.675 -3.268
H -1.656 -1.412 -1.719

Atoms 1-3, force components in eV/Å:
Mn -0.098 -0.929 -0.463
O 0.089 0.738 -0.178
C -0.187 -0.284 0.342


Record 5
# C6H12N4S

A molecular structure, C6H12N4S at a distorted geometry (ωB97M-V with the def2-TZVPD basis set, the Open Molecules 2025 dataset).

Results
Total charge = 0
HOMO level (alpha / beta) = -7.30 / -7.30 eV
Relative energy (zero: lowest compared OMol25 entry of this formula, charge and spin) = 128.4 kcal per mole
LUMO (alpha / beta) = -0.42 / -0.42 eV
Kohn-Sham gap (alpha / beta) = 6.88 / 6.89 eV
DFT total energy = -852.81854 Ha

Geometry (Å):
C -1.624 -1.305 -0.460
C 1.633 0.262 2.591
C 0.110 2.162 -0.402
C -1.149 -2.335 -2.623
C 0.832 1.311 1.878
C 0.817 1.056 0.344
N 0.335 -0.862 -1.665
N -0.995 -0.606 0.464
N -0.690 -1.504 -1.582
N 0.142 -0.189 0.111
S -3.005 -2.184 -0.464
H 1.204 -0.676 2.253
H 2.683 0.654 2.534
H 1.404 0.204 3.676
H -0.791 2.427 0.174
H -0.505 1.812 -1.338
H 0.779 3.024 -0.592
H -1.765 -3.252 -2.124
H -1.955 -1.778 -3.221
H -0.402 -2.743 -3.313
H 1.269 2.349 1.850
H -0.201 1.139 1.992
H 1.873 1.035 -0.081

Atoms 1-3, force components in eV/Å:
C 0.175 -0.929 0.992
C 0.059 1.372 1.637
C -2.389 0.197 -1.118


Record 6
# C4H5ClN2

2 unconnected molecules or ions with the total composition C4H5ClN2 at a distorted geometry (ωB97M-V with the def2-TZVPD basis set, the Open Molecules 2025 dataset).

Results
Total charge = 0
HOMO level = -9.15 eV
Relative energy (zero: lowest compared OMol25 entry of this formula, charge and spin) = 91.2 kcal per mole
LUMO = -0.36 eV
Kohn-Sham gap = 8.78 eV
DFT total energy = -724.99031 Ha

Geometry (Å):
C -0.617 1.456 1.251
C -1.054 -2.275 -0.446
C -0.029 -1.518 -0.834
C 0.122 1.433 0.064
N -1.305 1.366 2.173
N 1.214 2.122 0.005
Cl 1.458 -1.989 -0.226
H -0.992 -2.971 0.324
H -2.044 -2.024 -0.745
H -0.099 -0.519 -1.489
H 1.805 2.242 -0.810
H 1.541 2.677 0.732

Atoms 1-3, force components in eV/Å:
C 0.064 0.097 0.687
C -0.243 2.154 -1.071
C -2.022 1.406 -1.410


Record 7
# C30H70F5IN3O7

8 unconnected molecules or ions with the total composition C30H70F5IN3O7 at a distorted geometry (ωB97M-V with the def2-TZVPD basis set, the Open Molecules 2025 dataset).

Results
Total charge = +1
HOMO level = -11.40 eV
LUMO = -5.01 eV
Kohn-Sham gap = 6.38 eV
DFT total energy = -2672.53569 Ha

Geometry (Å):
N -4.081 0.179 -0.822
C -2.762 0.532 -1.134
N -2.332 0.835 -2.556
C -0.870 1.209 -2.659
C 0.152 0.275 -1.780
C -0.482 -0.148 -0.292
C -0.850 -1.772 -0.450
C 0.339 -2.764 0.088
C -0.356 -4.280 0.210
I -0.932 -4.804 2.263
N -1.790 0.537 0.023
C -1.621 1.895 0.658
F -0.524 2.723 0.111
F -2.881 2.708 0.472
C -1.296 1.730 2.289
F 0.191 1.668 2.526
F -1.796 2.918 3.067
F -1.992 0.465 2.709
H -4.924 0.630 -1.241
H -4.168 -0.640 -0.151
H -2.433 -0.077 -3.095
H -0.546 1.075 -3.800
H -0.758 2.370 -2.427
H 0.587 -0.655 -2.342
H 1.085 0.969 -1.512
H 0.330 -0.001 0.562
H -1.157 -1.967 -1.586
H -1.820 -1.937 0.183
H 0.635 -2.433 1.174
H 1.235 -2.778 -0.667
H -1.375 -4.230 -0.411
H 0.309 -5.121 -0.258
C 1.644 5.514 -0.119
C 1.544 5.566 -1.635
C 1.432 6.997 -2.134
O 0.400 4.828 -2.057
H 0.752 5.946 0.348
H 1.712 4.477 0.227
H 2.524 6.060 0.237
H 2.424 5.088 -2.079
H 0.532 7.481 -1.739
H 1.348 7.018 -3.226
H 2.305 7.588 -1.839
H -0.387 5.244 -1.668
C -8.483 3.249 1.092
C -8.163 2.019 0.259
C -8.211 0.753 1.100
O -6.864 2.158 -0.310
H -7.754 3.376 1.901
H -8.432 4.154 0.477
H -9.483 3.180 1.532
H -8.877 1.939 -0.568
H -7.472 0.790 1.908
H -7.967 -0.124 0.490
H -9.203 0.608 1.539
H -6.224 2.230 0.417
C 5.739 4.077 1.234
C 5.648 5.594 1.263
C 6.482 6.178 2.392
O 4.287 5.982 1.432
H 5.360 3.643 2.167
H 5.124 3.670 0.424
H 6.772 3.746 1.090
H 5.989 6.001 0.305
H 6.130 5.819 3.366
H 6.398 7.270 2.409
H 7.538 5.910 2.283
H 3.976 5.625 2.280
C 4.109 -5.726 -0.867
C 3.053 -6.817 -0.948
C 3.626 -8.102 -1.523
O 1.976 -6.372 -1.769
H 4.499 -5.484 -1.862
H 3.678 -4.803 -0.463
H 4.944 -6.032 -0.229
H 2.646 -7.010 0.050
H 3.999 -7.944 -2.541
H 2.852 -8.875 -1.587
H 4.447 -8.479 -0.905
H 2.328 -6.199 -2.658
C 3.661 -13.405 -0.359
C 3.794 -11.918 -0.071
C 2.884 -11.490 1.069
O 3.462 -11.179 -1.244
H 2.637 -13.656 -0.657
H 4.312 -13.696 -1.190
H 3.925 -14.002 0.520
H 4.834 -11.684 0.180
H 1.833 -11.674 0.821
H 2.982 -10.416 1.257
H 3.125 -12.030 1.990
H 2.540 -11.381 -1.474
C -8.568 -4.957 0.365
C -8.435 -3.469 0.653
C -9.345 -3.042 1.793
O -8.767 -2.730 -0.520
H -9.592 -5.208 0.067
H -7.917 -5.248 -0.466
H -8.304 -5.554 1.244
H -7.395 -3.235 0.904
H -10.396 -3.225 1.545
H -9.248 -1.967 1.981
H -9.104 -3.581 2.714
H -9.689 -2.932 -0.750
C 4.909 9.857 -0.157
C 6.244 10.096 0.530
C 6.759 11.502 0.267
O 7.196 9.147 0.056
H 5.003 9.963 -1.244
H 4.557 8.837 0.031
H 4.150 10.561 0.198
H 6.135 9.939 1.609
H 6.919 11.666 -0.804
H 7.726 11.655 0.758
H 6.056 12.255 0.635
H 7.299 9.279 -0.901

Atoms 1-3, force components in eV/Å:
N 3.270 0.065 -0.241
C -0.308 0.121 -1.258
N 0.183 -2.816 4.263